# 1
C5H5F6N | ωB97M-V with the def2-TZVPD basis set

Energy above the lowest of the compared OMol25 structures with the same formula, charge and spin = 0.000 eV
Kohn-Sham gap = 11.4 eV
Energy = -23060.1071 eV
HOMO = -10.63 eV

Each line ends with the Mulliken charge.
Atoms and positions in Å:
H: 2.657 -0.128 1.873  0.2529
N: 1.988 0.083 1.140  -0.5456
C: 0.786 -0.239 1.194  -0.3212
C: 0.015 0.013 -0.032  0.6667
C: 0.822 0.066 -1.368  -1.4315
C: -0.825 1.290 0.073  0.6824
F: -0.115 2.402 -0.214  -0.2583
F: -1.862 1.392 -0.782  -0.2716
F: -1.362 1.467 1.333  -0.2815
C: -1.137 -1.339 -0.134  0.7317
F: -2.229 -1.110 0.706  -0.2768
F: -1.530 -1.435 -1.365  -0.2217
F: -0.623 -2.463 0.307  -0.2491
H: 0.072 -0.558 1.971  0.3652
H: 0.550 0.951 -1.953  0.3004
H: 1.037 -0.731 -1.934  0.4325
H: 1.754 0.338 -0.814  0.4255

# 2
C5H5FOS | ωB97M-V with the def2-TZVPD basis set

Energy above the lowest of the compared OMol25 structures with the same formula, charge and spin = 1.991 eV
Kohn-Sham gap = 8.1 eV
Energy = -20863.9557 eV
HOMO = -8.83 eV

Each line ends with the Mulliken charge.
Atoms and positions in Å:
O: -0.908 -2.192 -0.044  -0.4612
C: -1.340 -1.479 0.868  0.1121
C: -0.820 -0.072 1.195  -0.7868
C: 0.401 0.514 0.588  0.4652
S: 1.778 0.433 1.393  -0.2763
C: 0.424 1.055 -0.753  -0.5555
C: -0.533 0.509 -1.583  -0.0276
F: -0.570 0.803 -2.894  -0.2345
H: -2.319 -1.710 1.472  0.2761
H: -1.707 0.628 1.043  0.3686
H: -0.688 -0.145 2.317  0.4133
H: 1.278 1.545 -1.162  0.4089
H: -1.406 -0.113 -1.462  0.2976

# 3
C5H5FS | ωB97M-V with the def2-TZVPD basis set

Energy above the lowest of the compared OMol25 structures with the same formula, charge and spin = 4.659 eV
Kohn-Sham gap = 7.5 eV
Energy = -18812.8984 eV
HOMO = -8.90 eV

Each line ends with the Mulliken charge.
Atoms and positions in Å:
C: -1.015 -0.581 0.016  0.2850
C: -1.820 -0.677 1.093  -0.7170
C: -0.445 0.689 -0.167  0.5937
C: -1.414 1.734 -0.354  -0.6713
C: 1.003 0.881 -0.010  -0.6217
H: -2.289 -1.568 1.283  0.4060
H: -2.029 0.508 1.556  0.2395
H: -1.412 3.058 0.063  0.2574
H: -2.472 1.253 -0.919  0.2836
H: 1.225 1.750 -0.433  0.3824
F: -0.762 -1.546 -0.899  -0.2393
S: 2.249 -0.210 0.192  -0.1981

# 4
C5H5IN4S | ωB97M-V with the def2-TZVPD basis set

Energy above the lowest of the compared OMol25 structures with the same formula, charge and spin = 0.000 eV
Kohn-Sham gap = 7.3 eV
Energy = -30158.3737 eV
HOMO = -7.34 eV

Each line ends with the Mulliken charge.
Atoms and positions in Å:
C: 0.299 2.722 0.135  -0.0908
C: -1.603 0.838 -0.123  -0.3709
C: -0.303 0.446 -0.047  0.5413
C: -1.930 2.185 -0.182  0.3944
C: -2.978 -0.908 -0.316  0.0217
N: -0.903 3.176 0.025  -0.4256
N: -2.328 -1.926 -0.565  -0.5626
N: 0.663 1.401 0.093  -0.1568
N: 0.133 -0.822 0.221  -0.3928
S: -3.411 2.866 -0.138  -0.3864
I: -4.904 -0.376 0.081  0.2422
H: 1.135 3.427 0.035  0.3384
H: -2.941 -2.780 -0.639  0.2615
H: 1.594 0.931 -0.049  0.2512
H: -0.521 -1.554 0.202  0.1894
H: 1.159 -0.904 0.259  0.1456

# 5
C5H5IO | ωB97M-V with the def2-TZVPD basis set

Energy above the lowest of the compared OMol25 structures with the same formula, charge and spin = 2.786 eV
Kohn-Sham gap = 7.8 eV
Energy = -15409.9583 eV
HOMO = -8.48 eV

Each line ends with the Mulliken charge.
Atoms and positions in Å:
C: 0.636 0.246 -0.599  -0.5363
C: 0.724 -0.952 -1.281  -0.1376
C: -0.533 0.325 0.281  0.9794
C: -0.286 -1.841 -1.568  -0.3336
C: -0.368 1.348 1.293  -1.2288
O: -1.520 -0.353 0.144  -0.5555
I: -0.525 -3.445 -0.242  0.1457
H: 1.349 1.007 -0.742  0.3481
H: 1.504 -1.181 -2.027  0.3438
H: 0.331 1.017 2.122  0.2684
H: -0.035 2.241 0.826  0.3532
H: -1.277 1.587 1.794  0.3532

# 6
C5H5InO | ωB97M-V with the def2-TZVPD basis set

Energy above the lowest of the compared OMol25 structures with the same formula, charge and spin = 3.308 eV
Kohn-Sham gap (alpha / beta) = 5.0 / 8.2 eV
2S+1 = 2
Energy = -12441.6853 eV
Total charge = +3
HOMO (alpha / beta) = -21.29 / -24.47 eV
<S²> = 0.759

Each line ends with the Mulliken charge.
Atoms and positions in Å:
C: 3.031 0.205 0.733  -0.1319
C: 1.976 0.998 0.559  -0.1501
C: 1.192 0.419 1.824  0.3298
O: 0.029 0.036 1.588  -0.2208
In: -1.182 -0.224 0.226  0.8832
H: 4.000 0.651 0.993  0.3417
H: 2.991 -0.758 0.196  0.2996
H: 1.409 0.787 2.838  0.4731
C: -2.541 -0.385 -1.326  0.5084
C: -3.393 -0.508 -2.268  -0.0307
H: -3.123 -0.296 -3.314  0.3447
H: -4.389 -0.923 -2.048  0.3530

# 7
C5H5N | ωB97M-V with the def2-TZVPD basis set

Energy above the lowest of the compared OMol25 structures with the same formula, charge and spin = 6.449 eV
Kohn-Sham gap (alpha / beta) = 6.4 / 7.3 eV
Energy = -6749.4586 eV
HOMO (alpha / beta) = -7.14 / -7.96 eV

Each line ends with the Mulliken charge.
Atoms and positions in Å:
C: -0.202 1.359 0.082  -0.0399
C: -1.150 0.330 0.033  -0.2655
C: -0.944 -1.072 0.003  -0.2339
N: 0.281 -1.541 0.142  -0.0691
C: 1.424 -1.748 0.371  -0.0920
C: 1.201 1.249 0.265  -0.7064
H: -0.616 2.362 -0.038  0.3064
H: -2.202 0.612 -0.069  0.2712
H: -1.742 -1.805 -0.083  0.3635
H: 2.287 -1.886 -0.269  0.3028
H: 1.633 2.143 -0.242  0.1629

# 8
C5H5N | ωB97M-V with the def2-TZVPD basis set

Energy above the lowest of the compared OMol25 structures with the same formula, charge and spin = 4.494 eV
Kohn-Sham gap = 8.5 eV
Energy = -6751.4137 eV
HOMO = -7.96 eV

Each line ends with the Mulliken charge.
Atoms and positions in Å:
C: 1.505 0.135 -0.053  -0.0974
C: 0.992 -1.135 -0.003  -0.5866
C: -0.666 -0.831 -0.450  -0.2828
N: -0.677 0.547 -0.442  -0.0932
C: 0.505 1.109 -0.146  -0.4825
C: -1.756 -0.144 0.235  -0.0515
H: 2.545 0.375 0.071  0.3817
H: 1.462 -2.088 -0.086  0.3759
H: 0.624 2.178 -0.156  0.3967
H: -2.706 -0.084 -0.288  0.1953
H: -1.828 -0.062 1.320  0.2444

# 9
C5H5N | ωB97M-V with the def2-TZVPD basis set

Energy above the lowest of the compared OMol25 structures with the same formula, charge and spin = 1.991 eV
Kohn-Sham gap = 10.8 eV
Energy = -6753.9164 eV
HOMO = -9.97 eV

Each line ends with the Mulliken charge.
Atoms and positions in Å:
C: -0.390 0.989 -0.164  -0.0507
C: 0.965 0.729 -0.031  -0.1246
C: 1.355 -0.525 -0.093  -0.1834
N: 0.521 -1.518 -0.100  -0.5385
C: -0.789 -1.152 0.041  -0.2026
C: -1.283 -0.010 -0.097  -0.2849
H: -0.546 2.150 -0.025  0.2127
H: 1.638 1.669 0.302  0.2039
H: 2.435 -0.786 0.026  0.3292
H: -1.584 -1.866 -0.024  0.3378
H: -2.322 0.319 0.165  0.3012

# 10
C5H5N | ωB97M-V with the def2-TZVPD basis set

Energy above the lowest of the compared OMol25 structures with the same formula, charge and spin = 5.805 eV
Kohn-Sham gap = 9.0 eV
Energy = -6750.1028 eV
HOMO = -8.82 eV

Each line ends with the Mulliken charge.
Atoms and positions in Å:
C: 1.906 2.641 1.558  -0.4661
C: 1.110 1.642 1.240  -0.2497
C: 0.391 0.764 0.498  0.4767
C: -0.036 0.093 -0.494  -0.1098
C: -0.670 -1.011 -1.278  -0.5377
N: -1.585 -1.627 -0.473  -0.5392
H: 2.560 3.131 2.288  0.3089
H: -1.058 -0.822 -2.224  0.3640
H: 0.429 -1.628 -1.293  0.2181
H: -2.048 -0.962 -0.012  0.2416
H: -0.999 -2.221 0.189  0.2932

# 11
C5H5N | ωB97M-V with the def2-TZVPD basis set

Energy above the lowest of the compared OMol25 structures with the same formula, charge and spin = 5.938 eV
Kohn-Sham gap = 9.7 eV
Energy = -6749.9694 eV
HOMO = -9.45 eV

Each line ends with the Mulliken charge.
Atoms and positions in Å:
C: -1.636 0.351 -0.174  -1.3201
C: -0.611 -0.204 0.811  0.3726
C: 0.648 0.390 0.660  -0.4548
C: 0.592 -1.054 0.329  -0.5005
C: 1.658 -0.070 -0.192  0.8101
N: 2.789 0.174 -0.589  -0.6573
H: -2.431 0.904 0.353  0.3477
H: -1.867 -0.456 -0.904  0.3207
H: -1.169 0.981 -0.787  0.4392
H: -1.038 -0.484 1.751  0.3662
H: 3.064 -0.532 -1.256  0.2759

# 12
C5H5N | ωB97M-V with the def2-TZVPD basis set

Energy above the lowest of the compared OMol25 structures with the same formula, charge and spin = 5.770 eV
Kohn-Sham gap = 7.5 eV
Energy = -6750.1376 eV
HOMO = -7.61 eV

Each line ends with the Mulliken charge.
Atoms and positions in Å:
C: -0.563 -1.235 0.893  -0.8923
C: 0.549 -0.326 0.734  -0.0015
C: 1.708 -0.360 1.280  0.8193
C: -1.266 -0.610 -0.372  -0.1482
C: -0.022 0.316 -0.472  -0.7379
N: 2.811 -0.648 1.620  -0.3841
H: -1.389 -1.403 -1.164  0.2805
H: -2.276 -0.181 0.028  0.2526
H: -0.188 1.397 -0.206  0.2001
H: 0.434 0.302 -1.475  0.2857
H: 3.499 -0.370 2.411  0.3258